Entry 1:
10
Properties=species:S:1:pos:R:3:forces:R:3 method="wB97M-V/def2-TZVPD" gap_ev=10.3 e_above_lowest_kcal_mol=91.18 molar_mass_g_mol=84.87
N -1.64710 0.09273 -3.83790 -0.546 0.207 -2.049
C -1.33804 0.08187 -2.74694 0.992 -1.485 4.285
B -0.86939 0.15048 -1.11591 0.080 -0.779 0.548
O -0.59610 1.41147 -0.88236 0.606 4.363 -1.402
C -0.44919 -0.64237 0.61255 -3.506 0.989 0.035
O 0.72078 -1.29790 0.75705 2.478 -1.303 -0.314
H -0.62812 2.15253 -1.62868 -0.110 -2.663 2.150
H -1.21297 -1.36841 1.03159 0.488 0.397 -1.364
H -0.60810 0.12830 1.46739 0.542 -0.021 -2.009
H 1.55431 -0.88226 0.46869 -1.024 0.295 0.120



Entry 2:
9
Properties=species:S:1:pos:R:3:forces:R:3 method="wB97M-V/def2-TZVPD" spin_multiplicity=2 total_charge=+2 s2=0.7545 gap_ev="6.3 / 7.7" molar_mass_g_mol=269.03
H -1.90972 -0.19182 0.08440 2.389 -1.865 -0.723
C -0.85152 0.18841 -1.58030 -3.460 1.603 -0.110
C -1.02108 -1.15940 -0.03222 -4.121 1.242 1.498
O 0.28354 -1.31741 -0.00688 1.059 -0.585 0.339
O -0.51800 1.08753 -0.62257 0.883 0.228 -2.428
H -1.88920 0.29348 -1.92832 0.239 0.054 0.300
H -1.41756 -1.49188 0.94406 -0.621 -1.852 -0.753
Bi 1.19610 0.41355 0.21017 2.801 1.647 0.991
H -0.25583 -0.15285 -2.44010 0.830 -0.472 0.887



Entry 3:
9
Properties=species:S:1:pos:R:3:forces:R:3 method="wB97M-V/def2-TZVPD" total_charge=+1 gap_ev=11.0 e_above_lowest_kcal_mol=49.26 molar_mass_g_mol=201.87
C 0.61532 -0.89649 -0.38756 -3.132 0.039 -3.820
C -0.52767 -0.94130 0.58576 -0.428 1.556 -0.191
N -0.03416 0.45406 0.11578 -0.048 -1.108 -2.421
Br 2.39601 -1.12635 -0.02380 0.500 -0.202 0.306
Br -2.29718 -1.16617 -0.06432 0.215 -0.463 0.005
H 0.21157 -1.20302 -1.81926 1.243 1.061 4.746
H -0.51472 -1.07097 1.69371 0.650 -0.026 -1.094
H 0.58648 1.00404 0.61806 1.668 0.684 2.090
H -0.41790 1.13495 -0.57947 -0.667 -1.540 0.379



Entry 4:
11
Properties=species:S:1:pos:R:3:forces:R:3 method="wB97M-V/def2-TZVPD" gap_ev=7.7 e_above_lowest_kcal_mol=71.27 molar_mass_g_mol=330.81
C -0.06429 0.25634 1.78163 -1.050 -2.563 -1.271
C 0.23741 0.68892 -1.12165 0.708 2.543 -0.927
P -0.03392 -0.56654 0.11908 -0.743 -1.006 0.929
S -2.00048 -1.75943 -2.53144 0.070 0.016 0.334
Br -0.26873 -1.22718 3.04399 -0.257 0.336 -0.088
Br -0.70719 -0.06132 -2.78886 0.495 0.450 -0.639
Br 1.92933 -1.57877 0.05154 0.219 0.086 0.083
H 0.74362 0.74218 2.13159 2.952 1.713 0.796
H -0.89163 0.90135 1.78713 -1.420 0.657 0.233
H 1.32272 0.88693 -1.40606 -1.477 -0.560 0.111
H -0.26685 1.71752 -1.06694 0.504 -1.671 0.438



Entry 5:
10
Properties=species:S:1:pos:R:3:forces:R:3 method="wB97M-V/def2-TZVPD" gap_ev=9.1 e_above_lowest_kcal_mol=33.04 molar_mass_g_mol=175.41
C 0.83422 -0.05765 0.25796 -3.226 -1.627 -0.644
C -1.10593 -0.48869 -0.55521 2.627 1.441 0.993
O 0.66874 1.00397 1.06205 0.669 0.260 -0.112
O 1.67147 0.12996 -0.76104 0.379 0.444 -0.073
Cl -1.69341 -2.05289 -0.09749 0.011 -0.181 0.089
Br -2.16468 0.98459 0.12249 -0.259 -0.250 -0.168
H 0.95983 -1.03804 0.72030 0.082 0.151 0.044
H -1.02608 -0.37794 -1.63275 -0.101 -0.141 0.078
H 0.06497 0.81845 1.79114 -0.095 -0.115 -0.151
H 1.79085 1.07825 -0.90744 -0.086 0.018 -0.056



Entry 6:
9
Properties=species:S:1:pos:R:3:forces:R:3 method="wB97M-V/def2-TZVPD" gap_ev=10.8 e_above_lowest_kcal_mol=39.30 molar_mass_g_mol=137.96
H -2.19209 0.57555 -1.27142 -0.244 0.058 -0.389
N -1.72673 0.19133 -0.46665 -2.831 0.182 -0.283
C -0.52280 0.26006 -0.46726 2.501 0.694 -1.123
Br 0.62333 0.91780 -2.01615 -1.014 -0.104 0.745
C 0.23760 -0.20492 0.70105 3.034 2.964 -0.118
O 1.56267 -0.48421 0.19556 -2.324 0.617 -1.089
H -0.39377 -0.95747 1.08781 0.062 -1.322 0.869
H 0.39927 0.68180 1.42416 -0.838 -1.357 -0.798
H 2.01253 -0.97993 0.81288 1.654 -1.733 2.186



Entry 7:
9
Properties=species:S:1:pos:R:3:forces:R:3 method="wB97M-V/def2-TZVPD" gap_ev="7.6 / 7.4" e_above_lowest_kcal_mol=77.13 molar_mass_g_mol=154.03
C -0.73240 -1.81191 1.27185 -0.813 -0.470 0.877
C -0.73983 0.14731 -0.19280 0.087 1.766 2.260
N -0.18830 -1.04972 0.51462 1.111 2.325 -1.293
S 1.82305 -1.01856 -0.48329 -2.259 3.803 -0.533
Br -0.02195 -3.31559 2.02522 0.334 -0.414 0.074
H -1.57377 0.71908 0.30404 0.638 -1.319 0.404
H -0.00081 0.99861 -0.30124 -0.336 -1.744 -0.509
H -1.18836 -0.30969 -1.00754 -0.287 -0.040 -2.314
H 2.34135 -2.10177 -0.25068 1.526 -3.907 1.034



Entry 8:
9
Properties=species:S:1:pos:R:3:forces:R:3 method="wB97M-V/def2-TZVPD" gap_ev="7.0 / 7.0" e_above_lowest_kcal_mol=43.56 molar_mass_g_mol=154.03
C -0.72585 -0.61212 0.08498 -1.691 -5.364 -1.497
C 1.51024 0.97978 0.04090 -1.296 -1.630 1.962
N -0.70551 -1.82513 -0.04625 0.999 4.734 1.071
S -0.37823 0.95900 -0.06859 0.229 1.438 0.757
Br -3.52918 0.14723 -0.00799 1.130 -0.216 0.005
H 1.57731 2.04649 0.37672 0.826 -0.976 -0.952
H 1.75887 0.57332 -0.95604 0.829 0.912 0.737
H 1.81433 0.26655 0.93733 -0.434 1.582 -2.066
H -1.32200 -2.53513 -0.36107 -0.592 -0.481 -0.018



Entry 9:
8
Properties=species:S:1:pos:R:3:forces:R:3 method="wB97M-V/def2-TZVPD" gap_ev=9.9 e_above_lowest_kcal_mol=0.00 molar_mass_g_mol=138.93
Br 2.64505 0.43802 -0.00864 -0.709 -0.680 0.326
P 0.84719 -1.07048 0.04857 0.815 0.466 0.366
C -0.54059 -0.05374 0.78009 0.218 -0.895 -1.352
C -0.33278 0.07089 -0.70429 -0.648 -0.712 -0.298
H -0.34377 0.77006 1.38466 0.519 1.201 0.962
H -1.37283 -0.66990 1.13263 0.236 0.152 -0.300
H -1.03959 -0.33545 -1.38564 -0.824 -0.724 -0.156
H 0.13732 0.85061 -1.24739 0.393 1.192 0.453



Entry 10:
8
Properties=species:S:1:pos:R:3:forces:R:3 method="wB97M-V/def2-TZVPD" gap_ev=11.9 e_above_lowest_kcal_mol=3.94 molar_mass_g_mol=98.96
Cl -14.50387 14.54333 18.49448 -0.265 -0.054 -0.053
C -13.69187 15.94974 19.24140 -0.536 -0.202 1.068
C -14.56675 16.46328 20.45255 0.576 -0.360 -1.160
Cl -13.74180 17.87482 21.21314 -0.317 -0.548 -0.141
H -13.47035 16.63789 18.42564 -0.249 0.264 0.459
H -12.76811 15.52895 19.63850 0.018 0.369 -0.007
H -14.69519 15.63687 21.15158 0.477 0.204 0.220
H -15.58924 16.73702 20.19239 0.296 0.327 -0.386



Number 1: strongest force on any atom 0.090 hartree/bohr. Number 2: strongest force on any atom 0.089 hartree/bohr. Number 3: strongest force on any atom 0.098 hartree/bohr. Number 4: strongest force on any atom 0.068 hartree/bohr. Number 5: strongest force on any atom 0.071 hartree/bohr. Number 6: strongest force on any atom 0.083 hartree/bohr. Number 7: strongest force on any atom 0.087 hartree/bohr. Number 8: strongest force on any atom 0.113 hartree/bohr. Number 9: strongest force on any atom 0.032 hartree/bohr. Number 10: strongest force on any atom 0.026 hartree/bohr.